*A*
25
Properties=species:S:1:pos:R:3:mulliken_charge:R:1 method="wB97M-V/def2-TZVPD" gap_ha=0.28862 total_charge=0 multiplicity=1 e_lumo_ha=0.0104 homo_ev=-7.572
C 0.609 -1.582 -0.810 -0.2831
C 1.620 0.552 -0.401 -0.3072
C -0.751 -1.019 -0.183 1.3717
C 0.616 1.024 0.621 1.2077
C 0.312 -1.842 -2.314 -1.2276
C -1.161 -2.232 0.664 -1.7153
C 1.204 0.913 2.015 -1.6478
C 0.111 2.456 0.238 -1.2778
O -0.539 0.152 0.589 -0.4075
O 2.598 1.323 -0.650 -0.3082
O -1.812 -0.693 -1.088 -0.5871
H 0.078 -2.897 -2.308 0.3275
H 1.261 -1.658 -2.679 0.4111
H -0.543 -1.357 -2.838 0.3157
H -1.954 -2.018 1.358 0.3812
H -0.249 -2.564 1.133 0.4276
H -1.601 -3.029 0.127 0.4038
H 1.638 1.885 2.262 0.4134
H 1.785 -0.042 2.030 0.3776
H 0.372 0.635 2.617 0.4236
H 0.988 3.010 -0.116 0.3012
H -0.323 3.053 1.049 0.3415
H -0.628 2.515 -0.542 0.3684
H 2.732 2.120 -0.091 0.3584
H -2.266 0.122 -0.885 0.3311

***

*B*
25
Properties=species:S:1:pos:R:3:mulliken_charge:R:1 method="wB97M-V/def2-TZVPD" gap_ha=0.39070 total_charge=0 multiplicity=1 smiles=C#CCOCC.C1COCO1 e_lumo_ha=0.0273 homo_ev=-9.890
C -1.135 2.029 -3.309 -0.2965
C 0.120 1.663 -2.498 -0.0125
C -0.590 3.596 -1.751 -0.1449
C 0.301 -2.187 4.301 -1.1608
C -0.362 -2.202 2.917 -0.2080
C 0.238 -1.351 0.699 -0.5869
C 1.255 -1.744 -0.306 -0.3885
C 2.075 -2.097 -1.126 0.1498
H -0.866 2.140 -4.372 0.2296
H -1.942 1.295 -3.187 0.2713
H 0.912 1.223 -3.110 0.3116
H -0.130 1.023 -1.649 -0.0669
H -0.367 4.677 -1.751 0.1978
H -1.026 3.306 -0.773 0.2460
H -0.281 -2.696 5.065 0.3664
H 1.253 -2.717 4.219 0.2957
H 0.575 -1.178 4.615 0.2967
H -1.219 -1.536 2.884 0.3321
H -0.749 -3.215 2.733 0.2557
H -0.735 -1.722 0.364 0.3067
H 0.182 -0.247 0.759 0.2538
H 2.797 -2.409 -1.842 0.4158
O 0.578 2.905 -2.044 -0.3764
O -1.518 3.313 -2.796 -0.3662
O 0.632 -1.869 1.958 -0.3215

***

Stability summary - winner: *B*; margin: 0.1334 hartree.

***

*A*
19
Properties=species:S:1:pos:R:3:mulliken_charge:R:1 method="wB97M-V/def2-TZVPD" gap_ha=0.26690 total_charge=0 multiplicity=1 smiles="CNC#COC.N=C=C=N" e_lumo_ha=-0.0176 homo_ev=-7.741
C 1.711 -0.147 0.484 0.1373
C 1.590 -0.849 -0.496 0.0524
C -3.106 0.957 -0.730 0.2426
C -2.293 0.429 0.104 0.1432
C 1.597 1.598 2.101 -0.6263
C -0.042 -1.877 -1.808 -0.3921
N -3.899 1.384 -1.578 -0.4992
N -1.939 -0.461 0.861 -0.4679
N 2.153 0.347 1.608 -0.2653
O 1.232 -1.234 -1.658 -0.4178
H 1.773 1.736 3.108 0.3123
H 2.071 2.462 1.665 0.2630
H 0.492 1.489 1.797 0.1509
H -0.365 -2.023 -2.900 0.2387
H -0.788 -0.979 -1.591 -0.0410
H -0.267 -2.787 -1.283 0.3232
H -3.763 2.345 -2.027 0.2741
H -1.070 -0.512 1.356 0.3368
H 3.073 0.183 1.928 0.2350

***

*B*
19
Properties=species:S:1:pos:R:3:mulliken_charge:R:1 method="wB97M-V/def2-TZVPD" gap_ha=0.34776 total_charge=0 multiplicity=1 smiles="[H]/N=C1/CC=C[C@](C)(/N=N/[H])O1" e_lumo_ha=0.0373 homo_ev=-8.447
C 0.945 -1.654 0.228 -0.2964
C -0.158 -1.085 0.639 -0.6915
C 1.899 0.540 -0.317 0.3632
C 1.921 -0.889 -0.653 -0.5453
C -0.465 0.311 0.227 1.2001
C -1.387 1.071 1.101 -1.1260
N 2.977 1.106 -0.387 -0.6601
N -2.196 0.715 -1.560 -0.6906
N -1.118 0.170 -1.465 0.0933
O 0.722 1.124 -0.087 -0.3965
H 1.111 -2.694 0.469 0.4092
H -0.817 -1.694 1.292 0.2507
H 2.863 -1.371 -0.614 0.3582
H 1.397 -0.801 -1.635 0.2538
H -1.738 2.064 0.652 0.3312
H -0.816 1.091 2.101 0.3335
H -2.263 0.337 1.251 0.2964
H 3.067 2.198 -0.509 0.2589
H -2.387 0.836 -2.567 0.2580

***

*C*
19
Properties=species:S:1:pos:R:3:mulliken_charge:R:1 method="wB97M-V/def2-TZVPD" gap_ha=0.28505 total_charge=0 multiplicity=1 e_lumo_ha=-0.0289 homo_ev=-8.544
C 0.784 2.408 -1.079 -0.2579
C 1.464 3.318 -1.785 -0.2172
C 1.243 1.077 -0.708 0.6653
C -0.653 -2.011 0.317 -1.2437
C 0.442 0.316 0.304 -0.7745
C 0.117 -0.972 -0.484 -0.3156
N 2.756 3.190 -1.927 0.1736
N 2.250 0.466 -1.166 -0.2918
N 3.684 2.481 -1.944 -0.2483
O 3.052 0.841 -2.171 -0.4035
H -0.233 2.656 -0.615 0.2111
H 0.960 4.167 -2.130 0.3961
H -1.127 -1.604 1.205 0.3327
H 0.014 -2.770 0.748 0.2998
H -1.384 -2.575 -0.261 0.3432
H -0.477 0.783 0.575 0.3693
H 0.965 0.085 1.200 0.3379
H 1.107 -1.224 -0.960 0.4009
H -0.477 -0.686 -1.399 0.2226

***

*D*
19
Properties=species:S:1:pos:R:3:mulliken_charge:R:1 method="wB97M-V/def2-TZVPD" gap_ha=0.35160 total_charge=0 multiplicity=1 smiles=Cc1c(C#N)ncn1C.O e_lumo_ha=0.0124 homo_ev=-9.229
C 1.118 2.004 -0.797 -0.9362
N 0.244 0.886 -0.494 0.1249
C -0.315 0.035 -1.394 0.0692
N -1.158 -0.784 -0.814 -0.6592
C -0.922 -0.639 0.539 0.2236
C -1.095 -1.732 1.451 -0.0169
N -0.933 -2.708 2.067 -0.4521
C -0.143 0.489 0.756 0.6259
C 0.346 1.135 1.999 -1.3245
H 2.101 1.851 -0.335 0.3249
H 1.239 2.074 -1.882 0.3319
H 0.682 2.937 -0.420 0.3190
H 0.063 -0.056 -2.410 0.3377
H 1.443 1.102 2.054 0.3215
H 0.043 2.192 2.027 0.3298
H -0.057 0.615 2.875 0.3568
O -1.120 -3.354 -1.958 -0.7112
H -0.315 -3.651 -1.470 0.2989
H -1.220 -2.394 -1.796 0.4359

***

Stability summary - winner: *D*; margin: 0.1109 hartree.

***

*A*
25
Properties=species:S:1:pos:R:3:mulliken_charge:R:1 method="wB97M-V/def2-TZVPD" gap_ha=0.32140 total_charge=0 multiplicity=1 e_lumo_ha=0.0231 homo_ev=-8.117
C -0.407 1.690 0.091 -0.6405
C -0.369 0.339 -0.732 0.3427
C -1.862 0.644 -0.986 -0.6315
C -1.334 2.097 -1.075 -0.3084
C -0.382 1.995 -2.256 -0.6644
C 0.250 0.835 -2.029 -0.6193
C 0.340 -1.776 1.422 0.2819
C 1.698 -0.214 1.895 -0.3771
C 2.364 -1.007 1.013 -0.3601
H -0.942 1.577 1.044 0.2922
H 0.546 2.244 0.221 0.2722
H -0.036 -0.608 -0.291 0.0782
H -2.300 0.227 -1.903 0.2962
H -2.516 0.482 -0.118 0.3056
H -1.996 2.959 -0.971 0.5058
H -0.259 2.715 -3.058 0.4246
H 1.009 0.292 -2.589 0.4219
H -1.314 -2.669 2.179 0.2768
H -0.669 -3.449 0.839 0.2252
H 2.056 0.699 2.350 0.4326
H 3.359 -0.911 0.588 0.4127
H 1.654 -2.843 0.138 0.1783
N -0.820 -2.546 1.293 -0.4370
N 0.440 -0.721 2.191 -0.6151
N 1.491 -2.053 0.743 -0.0934

***

*B*
25
Properties=species:S:1:pos:R:3:mulliken_charge:R:1 method="wB97M-V/def2-TZVPD" gap_ha="0.29953 / 0.29955" total_charge=0 multiplicity=1 e_lumo_ha="0.0030 / 0.0030" homo_ev="-8.069 / -8.070"
C 1.426 0.903 0.175 0.2269
C 0.038 0.747 0.127 -0.8774
C 1.954 -0.444 -0.023 0.8450
C -1.380 -1.167 0.003 1.0009
C -2.533 0.774 0.452 0.1432
C 2.111 2.279 0.362 -1.2348
C 3.326 -0.945 -0.059 -1.2958
C -1.470 -2.663 -0.110 -1.0118
C -3.183 1.675 -0.576 -0.9645
N 0.997 -1.323 -0.130 -1.2980
N -2.457 -0.494 0.163 -0.5281
N -0.148 -0.656 -0.034 0.8764
H -2.303 1.091 1.487 0.4238
H 1.507 2.855 0.953 0.3663
H 3.058 1.887 0.801 0.2997
H 2.349 2.790 -0.549 0.2450
H 3.518 -1.691 -0.864 0.3039
H 4.071 -0.180 -0.011 0.3717
H 3.573 -1.495 0.796 0.3186
H -0.841 -3.075 -1.016 0.2761
H -2.531 -3.025 -0.305 0.3394
H -1.090 -3.232 0.753 0.2538
H -2.984 1.085 -1.481 0.2819
H -2.761 2.666 -0.584 0.2954
H -4.245 1.638 -0.329 0.3424

***

Stability summary - winner: *A*; margin: 0.0750 hartree.